[1]
Here is a molecular structure, C3H13BCl3CrN3O18 in a non-equilibrium geometry from the OMol25 dataset. Energies are from wB97M-V/def2-TZVPD.

```
42
Properties=species:S:1:pos:R:3:forces:R:3:nbo_charge:R:1
Cr 0.87895 -0.26465 -0.15423 0.8080 0.5876 -1.2257 1.464
Cl 5.29789 0.13563 2.90030 0.0558 -2.4003 1.0524 2.569
O 4.25409 -0.11085 1.94858 -0.2702 0.1895 -1.7833 -0.910
O 6.61193 0.30920 2.31310 -0.6343 0.0885 -0.3043 -0.867
O 4.92827 1.26561 3.65682 -0.0391 2.2202 0.9135 -0.889
O 5.29884 -1.01810 3.77831 0.6855 0.0188 -0.0207 -0.889
Cl -1.84709 -3.17453 3.33813 -1.2353 1.9284 -3.3135 2.619
O -0.64334 -2.69395 2.75903 2.3372 0.8146 -0.0463 -0.922
O -2.39175 -2.23183 4.23397 -0.7084 1.4959 1.3778 -0.893
O -2.73161 -3.30959 2.19350 -0.9255 -0.7082 0.2544 -0.926
O -1.64338 -4.37004 4.00297 0.4984 -3.3056 1.4434 -0.869
Cl 2.38695 -4.70399 -2.72541 2.4203 -0.7473 -1.3029 2.551
O 2.20846 -3.84677 -1.62436 -1.6305 1.4437 2.2894 -0.813
O 2.09584 -6.07653 -2.38065 -0.6767 0.7185 -0.5344 -0.825
O 1.69743 -4.19713 -3.87967 -0.9612 -0.6823 0.0976 -0.836
O 3.80194 -4.57913 -2.99404 0.6778 -0.5583 -0.5465 -0.815
B 1.90610 1.31062 -2.74474 0.9126 -0.5925 -0.0599 -0.755
H 2.29338 2.30071 -2.92910 1.2613 3.8394 -0.1560 0.029
H 0.95960 1.41385 -2.23708 -5.1540 0.6794 2.2665 -0.017
H 1.71527 0.72625 -3.63150 -0.9523 -2.4930 -3.0821 0.028
H 2.56824 0.78546 -2.07390 3.2574 -2.4033 2.5894 -0.036
C -3.25183 -3.09802 -3.26195 -0.8470 -0.4451 -0.8375 -0.489
N -2.79108 -1.74097 -3.00245 1.3387 1.5288 0.0321 0.534
O -3.25833 -0.82921 -3.65662 -0.9147 -0.1237 -0.1906 -0.392
O -1.85708 -1.56007 -2.25479 0.1611 -0.5753 0.7937 -0.379
H -3.99708 -3.43951 -2.54356 0.4423 0.2090 0.3900 0.244
H -2.37849 -3.74721 -3.32479 -0.2366 0.0514 0.0856 0.259
H -3.78952 -2.95699 -4.19955 0.2520 -0.5717 -0.1003 0.226
C 2.26911 5.42774 1.39598 1.8556 0.5666 -0.8124 -0.503
N 1.56407 4.33722 2.03813 -0.4111 -1.8236 -0.4488 0.521
O 1.24892 3.40943 1.25465 0.1269 1.3550 1.9481 -0.398
O 1.42101 4.37359 3.24954 -0.2660 -0.2351 -1.2273 -0.341
H 2.36894 5.19676 0.33542 -0.8782 0.4452 -0.0035 0.247
H 3.31953 5.35070 1.67669 -0.0159 -0.1225 0.6682 0.247
H 1.94976 6.42577 1.69606 -0.4389 -0.3653 -0.1678 0.228
C -5.18825 2.19027 0.66549 -0.7485 0.1026 -0.7971 -0.493
N -3.86875 2.17274 1.35580 0.9921 -2.3579 -0.1197 0.527
O -3.79113 2.74482 2.40283 -0.2329 1.2058 0.7023 -0.352
O -2.96808 1.43410 0.93241 -1.3451 1.1096 -0.3814 -0.380
H -6.00541 1.97469 1.35388 0.5315 -0.2718 0.3679 0.236
H -5.20796 1.47806 -0.15942 0.3314 0.0953 0.2059 0.237
H -5.43434 3.18585 0.29622 0.5766 0.0889 -0.0162 0.226
```
Forces are in eV/Å.

As for the multiplicity: 5. The calculation puts the HOMO energy (spin up / spin down) at -4.2 / -4.3 eV. As for the total charge: -2. As for the total energy: -111274.5897 eV. Its expectation value of S² is 6.44. For the HOMO-LUMO gap (spin up / spin down), the calculation gives 2.6 / 6.0 eV.


[2]
Here is 2 unconnected molecules or ions with the total composition C3H13N2O in a non-equilibrium geometry from the OMol25 dataset. Energies are from wB97M-V/def2-TZVPD.

```
19
Properties=species:S:1:pos:R:3:forces:R:3:nbo_charge:R:1
C -0.30937 1.17329 -0.95777 1.4385 -2.0929 0.6599 -0.244
C -0.27255 1.42848 0.49724 0.3039 -0.1934 0.6325 -0.456
C 1.14893 1.34994 0.97957 1.7696 0.6261 1.1600 -0.382
N 1.92769 0.08078 0.66884 -1.3592 0.5301 -0.1398 -1.049
N 0.28157 -0.24869 -1.23879 -0.4542 3.1378 -3.7689 -0.868
H 0.45952 1.88544 -1.27322 -0.5139 -0.1158 -1.0193 0.199
H -1.28024 1.30792 -1.35286 -0.8655 0.2362 -0.9025 0.193
H -0.62882 0.72259 1.21183 -1.6499 -1.2297 -0.4308 0.216
H -0.88126 2.31349 0.73329 0.9189 0.4230 0.1079 0.228
H 1.88894 2.13742 0.73691 -0.8412 0.0382 0.2740 0.202
H 1.01499 1.15246 2.01446 0.4432 1.0469 1.5701 0.196
H 2.19695 -0.45105 1.48753 0.3508 -0.1732 1.2423 0.302
H 2.78235 0.35250 0.16105 0.4897 -0.3322 -0.8691 0.286
H 0.40630 -0.11683 -2.30204 0.6054 -0.7161 1.8889 0.369
H 1.24372 -0.49054 0.14864 0.9281 -0.2526 -0.9471 0.442
H -0.42960 -0.92792 -1.27108 -1.6023 -0.9843 0.5713 0.372
H -3.46996 -2.64725 0.15201 3.3502 -1.7900 -0.3613 0.485
H -2.40316 -3.96521 -0.03582 -0.7736 1.6276 0.2120 0.485
O -2.47083 -2.97600 0.05810 -2.5386 0.2144 0.1199 -0.975
```
Forces are in eV/Å.

As for the multiplicity: 2. The calculation puts the HOMO energy (spin up / spin down) at -2.9 / -10.5 eV. As for the total charge: 0. As for the total energy: -8344.5523 eV. Its expectation value of S² is 0.75. For the HOMO-LUMO gap (spin up / spin down), the calculation gives 3.4 / 10.9 eV.


[3]
Here is 2 unconnected molecules or ions with the total composition C3H13N2O in a non-equilibrium geometry from the OMol25 dataset. Energies are from wB97M-V/def2-TZVPD.

```
19
Properties=species:S:1:pos:R:3:forces:R:3:nbo_charge:R:1
C -0.42754 0.54404 1.43545 4.0853 2.0923 1.0610 -0.236
N -1.40297 -0.39708 1.31327 -5.4565 -3.3442 1.1628 -0.902
C 1.01997 0.12651 0.98022 1.5882 1.4250 -0.8942 -0.235
N 1.05903 -0.36380 -0.47833 -3.6605 -2.2988 2.1372 -0.550
C 1.81028 0.13314 -1.58886 -4.7178 -3.1481 -4.4171 -0.418
H -0.72598 1.54005 0.94972 0.5855 -1.3261 0.3826 0.207
H -0.31116 0.74117 2.50468 0.6396 0.7318 0.0298 0.211
H -2.20496 -0.03969 1.97660 1.7731 -1.6100 -1.8336 0.399
H -1.29000 -1.46963 1.45261 0.2687 2.9138 -0.0102 0.408
H 1.78840 0.94343 1.04985 -1.2279 -0.1636 -0.0470 0.241
H 1.60254 -0.67882 1.44296 -1.0947 0.0187 0.9114 0.225
H 0.07273 -0.26315 -0.80646 0.0444 -0.2366 0.2487 0.483
H 1.08541 -1.38826 -0.29524 0.5942 0.7387 -0.9875 0.425
H 1.02943 0.63965 -2.21070 1.4008 1.0855 0.7205 0.249
H 2.66445 0.52791 -1.31571 4.1660 2.3572 0.8188 0.223
H 1.88505 -0.73588 -2.32677 0.8456 0.8089 1.2492 0.242
H -1.99689 0.43825 -0.57000 0.4858 0.1622 1.0398 0.490
H -2.56088 -0.18764 -1.73227 2.6352 0.1285 0.0046 0.509
O -1.63086 0.05457 -1.36558 -2.9552 -0.3353 -1.5770 -0.974
```
Forces are in eV/Å.

The calculation puts the HOMO energy at -13.3 eV. As for the total charge: +1. As for the total energy: -8341.0055 eV. For the HOMO-LUMO gap, the calculation gives 10.2 eV.


[4]
Here is 2 unconnected molecules or ions with the total composition C3H13N2O in a non-equilibrium geometry from the OMol25 dataset. Energies are from wB97M-V/def2-TZVPD.

```
19
Properties=species:S:1:pos:R:3:forces:R:3:nbo_charge:R:1
C 0.87410 0.97800 1.67987 -0.0952 0.0645 -3.7716 -0.210
N 1.16213 2.27368 0.91480 -2.2117 -1.5117 0.2003 -0.866
C 1.04083 -0.33060 0.73866 -0.9750 0.9179 0.0914 -0.225
N -0.04647 -0.57821 -0.41261 2.2137 1.2221 0.0002 -0.513
C 0.40970 -0.23758 -1.85135 -2.2563 -2.0575 0.0570 -0.422
H -0.20088 0.94202 1.89836 0.4129 0.5802 0.8735 0.198
H 1.57301 0.80768 2.51602 -0.6482 0.3799 -0.2812 0.250
H 0.73644 2.40274 -0.01161 -0.3946 -0.5415 0.8873 0.355
H 2.04232 2.68598 0.78719 1.7898 -0.1447 0.7834 0.388
H 0.98111 -1.21731 1.30508 0.0518 -0.9744 0.8486 0.218
H 2.00482 -0.21697 0.32806 0.9382 -0.3268 -1.0969 0.220
H -0.46638 -1.49692 -0.46522 0.0292 -0.4145 0.6588 0.451
H -0.78912 0.03166 -0.13863 -0.9521 0.4866 -0.1805 0.424
H 0.93810 -1.11172 -2.28647 0.4777 0.8060 0.8125 0.242
H 0.95086 0.68202 -1.74329 0.1134 0.3334 -0.7792 0.232
H -0.55199 -0.31799 -2.47610 1.3397 1.1746 0.9038 0.251
H -3.69505 -1.35206 -0.39425 2.0092 -0.2966 -0.5105 0.499
H -3.03227 -2.62745 -0.85154 0.5577 0.7065 0.0263 0.492
O -2.78104 -1.69235 -0.67325 -2.4003 -0.4039 0.4769 -0.986
```
Forces are in eV/Å.

The calculation puts the HOMO energy at -13.0 eV. As for the total charge: +1. As for the total energy: -8341.8772 eV. For the HOMO-LUMO gap, the calculation gives 10.0 eV.


[5]
Here is 2 unconnected molecules or ions with the total composition C3H13N2O in a non-equilibrium geometry from the OMol25 dataset. Energies are from wB97M-V/def2-TZVPD.

```
19
Properties=species:S:1:pos:R:3:forces:R:3:nbo_charge:R:1
C 1.64018 -1.41082 0.55307 -0.7176 -0.5172 0.7916 -0.228
C 1.00268 -1.05996 -0.76863 0.8035 1.3190 -0.3016 -0.426
C 0.53739 0.39874 -0.93602 0.3341 -0.8368 0.0382 -0.227
N -0.64848 0.71540 -0.07575 0.1856 1.2185 -0.5216 -0.698
N 0.70297 -1.16331 1.66968 -0.7856 -0.7082 0.4071 -0.884
H 2.51908 -0.80886 0.77037 0.1969 -0.0679 -0.3225 0.206
H 1.89929 -2.47148 0.45296 0.4084 0.1663 0.3204 0.201
H 0.24049 -1.77516 -1.07770 0.0084 -0.0053 -0.0426 0.218
H 1.84671 -1.06446 -1.46865 -0.3335 -0.5727 -0.3114 0.246
H 1.33637 1.05369 -0.58963 -0.0621 0.1444 -0.2525 0.221
H 0.34648 0.52899 -1.99702 -0.3727 0.5255 0.1166 0.235
H -1.43354 0.09173 -0.26279 0.2609 -0.4084 0.7665 0.437
H -1.09193 1.63971 -0.19908 0.2506 -0.0245 -0.4982 0.465
H 1.11055 -1.32017 2.58968 0.5405 0.3924 -0.2585 0.386
H -0.23446 0.72999 0.86249 -0.8467 -1.0881 0.4475 0.471
H -0.00216 -1.91228 1.69520 0.0562 0.4290 -0.4186 0.363
H -3.12306 3.20001 0.08671 0.1644 -0.1467 -0.0596 0.497
H -3.72980 2.22826 -0.88532 -0.5243 -0.2608 -0.4726 0.497
O -2.91876 2.39997 -0.41956 0.4328 0.4416 0.5718 -0.980
```
Forces are in eV/Å.

The calculation puts the HOMO energy at -13.7 eV. As for the total charge: +1. As for the total energy: -8343.5301 eV. For the HOMO-LUMO gap, the calculation gives 10.7 eV.


[6]
Here is 3 unconnected molecules or ions with the total composition C3H13N2O3 from the OMol25 dataset. Energies are from wB97M-V/def2-TZVPD.

```
21
Properties=species:S:1:pos:R:3:forces:R:3:nbo_charge:R:1
C 0.46474 0.96989 0.26901 -0.8193 0.1795 -0.1774 -0.259
N -0.18461 -0.34363 0.30068 0.3438 -0.3191 0.0373 -0.711
C -1.13711 -0.49461 -0.83485 -0.4609 0.4060 -0.4981 0.135
O -2.20704 0.30949 -0.75139 0.0469 0.0820 0.2184 -0.950
C 1.99430 0.89074 0.25696 -0.8429 0.2357 0.1249 -0.232
N 2.65764 0.97291 1.54983 0.6546 0.2471 -0.3224 -0.852
H 0.06582 1.51827 -0.59575 0.3416 -0.2780 -0.2532 0.209
H 0.06761 1.61402 1.06694 0.5017 -0.1580 0.3213 0.176
H -0.73299 -0.42076 1.14802 -0.1609 -0.0130 -0.0122 0.355
H -0.49368 -0.28227 -1.72434 0.0454 -0.0672 -0.0245 0.075
H -1.40471 -1.56601 -0.92492 0.1270 -0.1821 0.2842 0.096
H 2.27659 -0.02713 -0.23782 0.0670 -0.4201 -0.0593 0.188
H 2.34773 1.67341 -0.39288 0.4622 0.5724 -0.0675 0.174
H 2.50313 1.87972 1.97855 -0.1690 -0.3669 0.1220 0.348
H 2.37501 0.22277 2.15802 -0.2631 0.0626 0.2458 0.352
H 2.02485 -2.33834 1.27404 -0.0205 -0.1177 0.0279 0.450
H 0.77516 -2.17317 0.44957 -0.0704 0.0281 0.4420 0.504
O 1.24613 -2.83779 1.00580 0.0934 0.1851 -0.3344 -0.981
H -3.45417 0.29408 -1.72291 0.2094 -0.1370 -0.1159 0.518
H -4.95748 -0.12302 -1.88754 0.2032 0.0745 -0.0613 0.436
O -4.22694 0.26144 -2.38502 -0.2892 -0.0141 0.1024 -1.030
```
Forces are in eV/Å.

The calculation puts the HOMO energy at -3.6 eV. As for the total charge: -1. As for the total energy: -12445.0604 eV. For the HOMO-LUMO gap, the calculation gives 7.3 eV.